Record 1
ORCA calculation (ωB97M-V with the def2-TZVPD basis set) on C35H58AsN3O3S2SiTc as an isolated structure.

ORCA input file:
```
! RIJCOSX wB97M-V def2-TZVPD def2/J DEFGRID3
* xyz 2 4
Tc -0.885 0.811 -1.471
C 0.286 -0.241 -4.010
C 1.285 -1.639 -2.030
C 2.634 -1.009 -2.330
C 1.448 -3.092 -1.637
O 0.645 -0.892 -0.932
Si 1.093 -0.841 0.706
S -0.658 0.237 1.380
O 2.422 0.036 0.812
C 3.752 0.184 1.432
C 3.849 1.641 1.851
C 3.935 -0.775 2.617
C 4.778 -0.111 0.352
O 1.218 -2.288 1.370
C 0.394 -3.377 1.904
C 1.172 -4.654 1.642
C 0.217 -3.161 3.397
C -0.962 -3.392 1.216
H 0.035 -0.268 -5.062
H 0.884 0.609 -3.701
H -1.635 -0.903 -3.551
H 3.019 -1.374 -3.283
H 3.350 -1.273 -1.558
H 2.572 0.078 -2.377
H 1.941 -3.640 -2.437
H 0.488 -3.567 -1.457
H 2.073 -3.158 -0.750
H 3.122 1.886 2.628
H 3.697 2.300 0.995
H 4.840 1.836 2.262
H 3.152 -1.530 2.643
H 3.930 -0.244 3.567
H 4.888 -1.297 2.535
H 4.605 0.499 -0.535
H 4.767 -1.167 0.081
H 5.773 0.116 0.735
H 2.145 -4.613 2.132
H 1.320 -4.821 0.577
H 0.624 -5.508 2.042
H 1.177 -2.980 3.880
H -0.224 -4.054 3.839
H -0.454 -2.326 3.601
H -0.887 -3.666 0.166
H -1.446 -2.415 1.303
H -1.608 -4.120 1.707
C -0.870 1.040 5.412
C 0.314 1.478 4.537
C 1.068 0.233 4.084
C 1.295 2.319 5.376
C -0.209 2.320 3.370
C -0.753 3.548 3.674
C -1.147 4.517 2.751
C -1.085 4.152 1.391
S -1.621 5.054 0.017
C -1.299 3.704 -0.979
N -0.826 2.657 -0.335
C -0.646 2.912 0.998
C -0.015 1.932 1.923
C -1.621 3.540 -2.381
C -2.009 4.592 -3.201
C -2.382 4.337 -4.511
C -2.366 3.032 -4.982
C -1.966 1.987 -4.158
C -1.568 2.203 -2.836
H -0.508 0.434 6.245
H -1.579 0.440 4.838
H -1.406 1.893 5.829
H 1.563 -0.225 4.941
H 1.842 0.474 3.357
H 0.403 -0.509 3.655
H 1.679 1.713 6.198
H 0.831 3.203 5.809
H 2.145 2.646 4.772
H -0.844 3.807 4.721
H -1.517 5.481 3.066
H 1.057 1.858 1.706
H -2.023 5.608 -2.824
H -2.685 5.148 -5.157
H -2.665 2.826 -6.002
H -1.976 0.993 -4.587
C 1.107 -3.006 -4.966
N 0.076 -2.737 -3.965
C -1.261 -2.928 -4.499
C 0.331 -1.514 -3.255
N -0.805 -0.595 -3.060
H 1.103 -2.276 -5.787
H 0.943 -3.996 -5.386
H 2.096 -3.003 -4.511
H -1.293 -3.896 -4.993
H -1.564 -2.179 -5.252
H -2.000 -2.961 -3.697
C -3.871 -0.452 0.406
As -3.301 0.574 -1.129
C -4.144 -0.360 -2.598
C -4.332 2.196 -0.960
H -4.953 -0.565 0.346
H -3.604 0.077 1.318
H -3.400 -1.433 0.410
H -5.215 -0.439 -2.417
H -3.728 -1.364 -2.680
H -3.986 0.192 -3.524
H -5.369 1.927 -0.760
H -4.267 2.770 -1.881
H -3.949 2.787 -0.128
*
```

The value obtained for the LUMO energy (alpha / beta) is -5.81 / -6.54 eV.

Atomic partial charges in e from the Mulliken method, atoms 1 to 8: Tc -0.62; C -1.16; C 0.66; C -1.18; C -1.77; O 1.46; Si -1.33; S -0.06

Record 2
ORCA calculation (ωB97M-V with the def2-TZVPD basis set) on one molecule with the formula C5H4N2O.

ORCA input file:
```
! RIJCOSX wB97M-V def2-TZVPD def2/J DEFGRID3
* xyz 0 1
C 1.073 -1.496 -0.800
C 0.309 -0.296 -0.359
C 0.348 0.047 1.006
C -1.356 1.480 0.670
C -1.322 1.150 -0.703
H 0.857 -1.851 -1.791
H 1.056 -0.490 1.590
H -2.302 2.100 0.942
H -1.843 1.526 -1.546
N -0.541 0.971 1.552
N -0.440 0.338 -1.240
O 1.848 -1.969 -0.033
*
```

Its SMILES is O=Cc1cnccn1. The value obtained for the LUMO energy is -0.33 eV.

Atomic partial charges in e from the Mulliken method, atoms 1 to 8: C -0.08; C 0.49; C -0.22; C -0.10; C -0.07; H 0.40; H 0.46; H 0.27

Record 3
ORCA calculation (ωB97M-V with the def2-TZVPD basis set) on a 2-piece molecular cluster, C4H14N3 overall.

ORCA input file:
```
! RIJCOSX wB97M-V def2-TZVPD def2/J DEFGRID3
* xyz 0 2
C -1.164 2.257 2.099
C -1.741 0.904 1.695
N -1.918 0.889 0.225
H -1.848 3.046 1.776
H -1.006 2.330 3.174
H -0.211 2.429 1.594
H -1.053 0.114 1.993
H -2.705 0.786 2.200
H -2.451 0.074 -0.064
H -2.515 1.683 0.013
C 2.223 -2.782 -1.801
N 0.668 0.471 -0.758
C 1.020 -0.863 -0.821
N 1.782 -1.405 -1.856
H 1.626 -3.422 -2.448
H 2.228 -3.110 -0.754
H 3.278 -2.825 -2.077
H 1.040 1.056 -1.485
H -0.231 0.694 -0.285
H 0.541 -1.565 -0.152
H 2.436 -0.760 -2.270
*
```

The value obtained for the LUMO energy (alpha / beta) is 1.08 / 1.05 eV.

Atomic partial charges in e from the Mulliken method, atoms 1 to 8: C -1.09; C -0.32; N -0.66; H 0.31; H 0.33; H 0.29; H 0.27; H 0.36

Record 4
ORCA calculation (ωB97M-V with the def2-TZVPD basis set) on a 10-piece molecular cluster, C41H99N3O10S7 overall.

ORCA input file:
```
! RIJCOSX wB97M-V def2-TZVPD def2/J DEFGRID3
* xyz 0 1
C -5.723 6.930 1.275
S -6.940 5.454 1.114
O -6.474 4.271 1.999
C -8.297 6.347 1.952
H -4.991 6.816 2.074
H -6.277 7.865 1.352
H -5.117 6.881 0.371
H -8.620 7.244 1.423
H -8.150 6.725 2.964
H -9.147 5.670 1.867
C 0.092 -0.224 -8.464
S -1.122 0.804 -9.385
O -1.915 1.328 -8.231
C -0.015 2.248 -9.867
H 0.750 -0.765 -9.144
H -0.536 -0.915 -7.901
H 0.802 0.114 -7.710
H 0.849 1.947 -10.459
H 0.352 2.872 -9.051
H -0.605 2.937 -10.470
C -7.830 -5.325 1.845
S -6.221 -5.205 0.885
O -5.208 -5.801 1.804
C -6.066 -3.404 0.832
H -7.985 -6.396 1.978
H -8.657 -4.914 1.267
H -7.692 -4.976 2.869
H -6.227 -2.996 1.830
H -6.853 -3.074 0.153
H -5.066 -3.354 0.402
C 2.374 4.829 -5.030
S 3.327 6.108 -4.059
O 4.057 6.834 -5.292
C 1.937 7.136 -3.559
H 1.648 4.311 -4.404
H 3.006 3.971 -5.260
H 2.058 5.427 -5.885
H 1.013 6.680 -3.203
H 1.689 7.713 -4.450
H 2.238 7.974 -2.929
C -4.907 6.482 -3.975
S -3.168 6.914 -3.598
O -2.359 5.698 -3.942
C -3.045 8.269 -4.790
H -5.469 5.859 -3.279
H -5.017 6.072 -4.978
H -5.471 7.390 -4.188
H -3.737 9.089 -4.596
H -3.242 7.833 -5.769
H -2.021 8.616 -4.923
C -4.623 1.217 -4.160
S -5.830 -0.133 -4.429
O -7.140 0.328 -3.716
C -6.213 0.125 -6.196
H -3.840 1.160 -4.916
H -4.177 1.119 -3.170
H -5.055 2.217 -4.209
H -7.023 0.852 -6.243
H -6.581 -0.823 -6.586
H -5.328 0.490 -6.718
C 1.501 -0.936 8.520
S 1.055 -2.495 7.618
O -0.380 -2.721 8.165
C 0.711 -1.651 6.101
H 2.142 -0.269 7.943
H 1.892 -1.156 9.513
H 0.597 -0.342 8.655
H 1.564 -1.275 5.537
H 0.050 -0.817 6.341
H 0.138 -2.362 5.506
C 0.468 -7.501 -2.826
C -0.169 -8.266 -1.540
C 0.523 -9.654 -1.499
C 1.868 -9.723 -0.777
C 1.827 -8.898 0.579
C 1.334 -7.499 0.540
N 0.092 -7.480 -0.267
O -0.698 -6.398 -0.108
C 1.079 -6.880 2.005
C 2.243 -6.503 -0.240
C -1.706 -8.479 -1.727
H 1.474 -7.687 -3.202
H 0.602 -6.473 -2.488
H -0.146 -7.452 -3.726
H -0.153 -10.449 -1.183
H 0.905 -9.894 -2.491
H 2.540 -9.043 -1.300
H 2.412 -10.666 -0.822
H 2.858 -8.823 0.927
H 1.492 -9.532 1.400
H 1.198 -5.798 1.965
H 0.131 -7.202 2.436
H 1.905 -7.177 2.652
H 1.766 -5.592 -0.605
H 3.066 -6.164 0.388
H 2.791 -7.006 -1.036
H -2.220 -8.610 -0.774
H -1.911 -9.413 -2.251
H -2.061 -7.636 -2.319
H -1.365 -6.697 0.513
C 6.033 3.345 7.340
C 5.739 2.865 5.874
C 6.453 4.066 5.150
C 6.791 3.780 3.620
C 7.582 2.478 3.360
C 6.927 1.262 4.135
N 6.503 1.623 5.506
O 5.886 0.555 6.226
C 5.744 0.767 3.332
C 7.992 0.087 4.149
C 4.256 2.856 5.489
H 5.500 2.647 7.986
H 7.093 3.242 7.572
H 5.683 4.344 7.600
H 5.927 5.020 5.187
H 7.295 4.226 5.824
H 5.790 3.793 3.189
H 7.366 4.537 3.088
H 8.625 2.644 3.633
H 7.726 2.203 2.315
H 6.102 0.366 2.384
H 5.061 1.604 3.189
H 5.171 0.016 3.875
H 8.042 -0.238 3.110
H 7.523 -0.675 4.771
H 9.010 0.348 4.439
H 3.565 3.416 6.120
H 4.174 3.151 4.442
H 3.889 1.838 5.619
H 6.548 0.222 6.837
C 1.786 0.200 -0.561
C 0.265 0.155 -1.115
C -0.475 -1.118 -0.886
C -0.990 -1.324 0.563
C -1.650 -0.027 0.969
C -0.957 1.335 0.770
N -0.395 1.372 -0.587
O -0.006 2.605 -1.081
C -2.035 2.534 0.851
C 0.121 1.465 1.907
C 0.312 0.129 -2.698
H 2.468 -0.530 -0.998
H 1.661 0.113 0.518
H 2.243 1.182 -0.686
H -1.354 -1.271 -1.513
H 0.164 -1.973 -1.109
H -0.151 -1.579 1.212
H -1.791 -2.057 0.660
H -2.034 -0.154 1.982
H -2.638 -0.024 0.509
H -1.474 3.451 0.674
H -2.835 2.397 0.124
H -2.625 2.605 1.765
H -0.482 1.775 2.760
H 0.424 0.436 2.102
H 0.930 2.176 1.740
H -0.669 0.540 -2.935
H 0.322 -0.814 -3.245
H 1.107 0.830 -2.953
H -0.866 2.937 -1.347
*
```

The value obtained for the LUMO energy is 0.22 eV.

Atomic partial charges in e from the Mulliken method, atoms 1 to 8: C -0.75; S 0.53; O -0.61; C -1.03; H 0.29; H 0.31; H 0.19; H 0.38

Record 5
ORCA calculation (ωB97M-V with the def2-TZVPD basis set) on one molecule with the formula C3H6N2O.

ORCA input file:
```
! RIJCOSX wB97M-V def2-TZVPD def2/J DEFGRID3
* xyz 0 1
C 1.543 -0.610 0.170
N 0.523 0.255 -0.420
C -0.880 -0.031 -0.262
N -1.281 -0.791 -1.200
C -1.721 0.821 0.639
O -1.284 1.873 1.047
H 1.080 -1.407 0.759
H 2.204 -0.028 0.816
H 2.152 -1.085 -0.611
H 0.746 1.231 -0.471
H -0.244 -0.624 -1.577
H -2.771 0.514 0.800
*
```

Its SMILES is [H]/N=C(/C=O)NC. The value obtained for the LUMO energy is -0.10 eV.

Atomic partial charges in e from the Mulliken method, atoms 1 to 8: C -0.76; N -0.32; C 0.27; N -0.61; C 0.01; O -0.47; H 0.28; H 0.31

Going through the records in order, we get maximum force values of 0.4, 3.5, 1.3, 4.0, 3.3 eV/A.
Going through the records in order, we get relative energy (zero: lowest compared OMol25 entry of this formula, charge and spin) values of 83.8, 18.4, 5.1, 42.7, 73.4 kcal/mol.